Entry 1:
{
  "formula": "C22H34N2O2",
  "method": "ωB97M-V with the def2-TZVPD basis set",
  "homo_lumo_gap_ev": 8.96,
  "smiles": "CCOc1ccc(C(=O)NCC2CCN(CC3CCCCC3)CC2)cc1",
  "multiplicity": 1,
  "elements": ["C", "C", "O", "C", "C", "C", "C", "C", "C", "H", "H", "C", "O", "N", "H", "C", "H", "C", "C", "C", "N", "C", "C", "H", "H", "H", "H", "C", "C", "C", "C", "C", "C", "C", "H", "H", "H", "H", "H", "H", "H", "H", "H", "H", "H", "H", "H", "H", "H", "H", "H", "H", "H", "H", "H", "H", "H", "H", "H", "H"],
  "coordinates": [[-9.794, -0.457, -0.247], [-8.863, -1.503, -0.853], [-7.766, -1.806, -0.014], [-6.722, -0.944, 0.080], [-6.551, 0.216, -0.670], [-5.423, 0.993, -0.487], [-4.436, 0.636, 0.424], [-4.617, -0.519, 1.183], [-5.743, -1.294, 1.015], [-5.896, -2.186, 1.601], [-3.895, -0.803, 1.935], [-3.254, 1.532, 0.555], [-3.305, 2.722, 0.305], [-2.118, 0.924, 0.982], [-2.090, -0.081, 1.031], [-0.858, 1.622, 1.057], [-0.333, 1.311, 1.966], [0.026, 1.372, -0.173], [1.349, 2.145, -0.060], [2.443, 1.260, 0.538], [2.752, 0.098, -0.287], [1.626, -0.326, -1.103], [0.320, -0.126, -0.346], [0.415, -0.608, 0.629], [-0.492, -0.612, -0.890], [1.768, -1.387, -1.336], [1.573, 0.222, -2.061], [3.978, 0.217, -1.053], [5.215, -0.036, -0.184], [6.496, 0.139, -0.998], [7.725, -0.117, -0.130], [7.672, -1.516, 0.477], [6.393, -1.696, 1.289], [5.170, -1.441, 0.415], [5.144, -2.174, -0.395], [4.253, -1.550, 0.995], [6.352, -2.707, 1.700], [6.394, -0.994, 2.126], [8.545, -1.679, 1.113], [7.699, -2.258, -0.324], [8.632, -0.005, -0.729], [7.761, 0.623, 0.673], [6.540, 1.149, -1.413], [6.490, -0.565, -1.834], [5.225, 0.687, 0.638], [4.065, 1.202, -1.544], [3.953, -0.541, -1.841], [2.125, 0.908, 1.527], [3.352, 1.847, 0.679], [1.215, 3.035, 0.556], [1.671, 2.477, -1.049], [-0.523, 1.733, -1.049], [-1.099, 2.686, 1.127], [-5.290, 1.900, -1.058], [-7.285, 0.527, -1.397], [-8.517, -1.191, -1.845], [-9.393, -2.454, -0.958], [-10.645, -0.299, -0.904], [-9.277, 0.489, -0.104], [-10.154, -0.800, 0.720]],
  "forces_ev_per_a": [[0.3, -0.2, 0.0], [-0.4, 0.2, -0.2], [0.3, 0.0, 0.2], [0.2, 0.0, 0.2], [-0.3, -0.2, -0.1], [0.3, 0.0, 0.2], [-0.3, 0.0, -0.1], [0.0, 0.1, -0.1], [-0.2, -0.1, -0.1], [0.0, -0.1, 0.1], [0.1, 0.0, 0.1], [0.0, -0.2, 0.1], [0.0, 0.2, -0.2], [0.2, -0.3, 0.1], [-0.1, 0.1, 0.0], [0.1, 0.3, -0.3], [0.0, 0.1, 0.0], [-0.1, 0.0, 0.2], [0.1, -0.2, 0.0], [-0.1, 0.2, 0.2], [-0.1, 0.0, -0.2], [-0.1, -0.3, 0.0], [0.1, 0.1, -0.3], [0.0, -0.1, 0.1], [0.0, -0.1, 0.1], [0.0, 0.1, -0.1], [0.0, 0.0, 0.0], [0.2, 0.0, 0.4], [-0.2, -0.3, -0.5], [0.0, 0.3, 0.3], [0.0, -0.2, -0.3], [0.0, 0.2, 0.3], [0.0, -0.2, -0.3], [0.0, 0.3, 0.4], [0.0, -0.1, -0.1], [0.0, -0.1, -0.1], [0.0, 0.0, 0.1], [0.0, 0.0, 0.1], [0.0, -0.1, 0.0], [0.0, -0.1, 0.0], [0.0, 0.1, 0.1], [0.0, 0.1, 0.0], [0.0, 0.0, -0.1], [0.0, 0.0, -0.1], [0.0, 0.1, 0.0], [0.0, 0.0, -0.1], [0.0, 0.0, -0.1], [0.1, 0.2, 0.1], [0.0, -0.1, 0.1], [0.0, 0.1, 0.0], [0.0, 0.1, 0.0], [0.0, 0.0, 0.0], [0.1, -0.1, 0.1], [0.0, 0.1, 0.0], [-0.1, 0.0, 0.0], [0.0, -0.1, 0.1], [0.1, 0.1, -0.1], [-0.1, 0.0, -0.1], [0.0, 0.1, 0.0], [-0.1, 0.0, 0.1]],
  "lowdin_charge": [-0.06, -0.25, -0.05, -0.26, -0.01, -0.01, -0.15, -0.03, 0.00, 0.12, 0.11, -0.45, 0.06, 0.07, 0.12, -0.16, 0.13, -0.30, -0.14, -0.18, -0.17, -0.20, -0.15, 0.12, 0.12, 0.12, 0.13, -0.18, -0.33, -0.18, -0.21, -0.21, -0.20, -0.17, 0.12, 0.11, 0.11, 0.11, 0.11, 0.11, 0.11, 0.11, 0.11, 0.12, 0.14, 0.13, 0.13, 0.12, 0.11, 0.12, 0.12, 0.15, 0.12, 0.12, 0.11, 0.12, 0.12, 0.08, 0.07, 0.08]
}

Entry 2:
{
  "formula": "C22H34N2O2",
  "method": "ωB97M-V with the def2-TZVPD basis set",
  "homo_lumo_gap_ev": 8.70,
  "smiles": "CC(C)CCN1CCN(Cc2ccc(C#CCCO)cc2)C[C@H]1CCO",
  "multiplicity": 1,
  "elements": ["C", "H", "H", "H", "C", "C", "H", "H", "H", "C", "H", "H", "C", "N", "C", "C", "N", "C", "H", "C", "C", "H", "H", "C", "O", "H", "H", "H", "H", "H", "C", "C", "C", "C", "C", "C", "C", "H", "H", "C", "C", "C", "H", "H", "C", "O", "H", "H", "H", "H", "H", "H", "H", "H", "H", "H", "H", "H", "H", "H"],
  "coordinates": [[4.998, -1.875, -3.580], [5.044, -0.956, -3.001], [5.826, -2.513, -3.279], [5.122, -1.627, -4.633], [3.664, -2.583, -3.354], [3.644, -3.911, -4.106], [4.463, -4.547, -3.777], [2.713, -4.445, -3.934], [3.751, -3.743, -5.177], [2.505, -1.676, -3.779], [2.722, -0.658, -3.453], [2.416, -1.669, -4.867], [1.166, -2.110, -3.172], [1.241, -2.093, -1.722], [0.469, -3.109, -1.040], [-1.018, -2.761, -0.904], [-1.132, -1.495, -0.208], [-0.470, -0.460, -0.979], [-0.594, 0.494, -0.463], [1.024, -0.780, -1.130], [1.754, -0.689, 0.217], [2.700, -1.222, 0.120], [1.155, -1.154, 0.998], [2.050, 0.752, 0.621], [2.884, 1.345, -0.355], [3.093, 2.244, -0.084], [2.550, 0.755, 1.600], [1.113, 1.319, 0.717], [1.476, -0.039, -1.794], [-0.930, -0.361, -1.982], [-2.505, -1.140, 0.105], [-2.550, 0.025, 1.054], [-3.407, 1.097, 0.845], [-3.441, 2.158, 1.730], [-2.603, 2.167, 2.844], [-1.734, 1.094, 3.053], [-1.716, 0.037, 2.168], [-1.046, -0.794, 2.323], [-1.083, 1.100, 3.915], [-2.635, 3.250, 3.754], [-2.631, 4.151, 4.553], [-2.720, 5.274, 5.464], [-2.503, 4.942, 6.482], [-1.984, 6.030, 5.177], [-4.127, 5.892, 5.415], [-4.434, 6.427, 4.152], [-4.295, 5.735, 3.493], [-4.193, 6.727, 6.116], [-4.869, 5.131, 5.701], [-4.115, 2.986, 1.561], [-4.058, 1.102, -0.018], [-3.091, -0.909, -0.805], [-2.969, -2.009, 0.587], [-1.523, -3.535, -0.319], [-1.489, -2.720, -1.904], [0.583, -4.058, -1.568], [0.886, -3.225, -0.036], [0.940, -3.128, -3.492], [0.369, -1.458, -3.565], [3.547, -2.780, -2.284]],
  "forces_ev_per_a": [[-0.2, -0.1, 0.2], [0.1, 0.1, 0.0], [0.1, 0.0, 0.0], [0.1, 0.1, -0.1], [0.1, 0.1, -0.2], [0.0, 0.2, 0.2], [0.1, -0.1, 0.0], [-0.1, -0.1, 0.0], [0.0, 0.0, -0.2], [-0.1, -0.3, 0.3], [0.0, 0.1, -0.1], [0.0, 0.1, -0.1], [0.2, 0.2, -0.2], [-0.1, -0.1, -0.1], [-0.3, -0.1, 0.0], [0.3, -0.2, 0.0], [-0.2, 0.0, 0.0], [0.3, 0.1, -0.1], [0.0, 0.0, -0.1], [0.1, 0.2, 0.2], [0.1, 0.5, -0.2], [0.0, -0.1, 0.1], [0.0, -0.1, 0.1], [-0.3, -0.3, 0.4], [0.2, 0.1, -0.3], [0.0, -0.1, 0.0], [-0.1, 0.0, -0.1], [0.1, 0.0, 0.0], [-0.1, 0.0, 0.0], [0.0, 0.0, 0.1], [0.1, -0.1, 0.0], [-0.1, 0.1, 0.0], [0.0, -0.1, 0.0], [0.0, 0.0, 0.1], [-0.1, -0.4, -0.4], [0.0, 0.0, 0.0], [0.0, 0.0, 0.0], [0.1, -0.1, 0.0], [0.0, 0.0, 0.1], [0.0, 0.7, 0.6], [0.0, -0.4, -0.4], [-0.2, 0.3, 0.2], [0.0, 0.1, 0.0], [0.0, 0.0, 0.1], [0.0, -0.1, 0.3], [0.0, 0.1, -0.3], [0.0, 0.0, 0.0], [0.0, -0.1, 0.0], [0.1, 0.1, 0.0], [0.0, 0.0, 0.0], [0.0, 0.0, -0.1], [0.0, 0.0, 0.1], [0.0, 0.0, -0.1], [0.0, 0.0, 0.0], [0.0, 0.0, 0.0], [0.0, 0.0, 0.0], [-0.1, -0.1, 0.0], [-0.1, 0.0, 0.0], [0.0, -0.1, 0.0], [0.0, 0.0, 0.0]],
  "lowdin_charge": [-0.08, 0.07, 0.07, 0.08, -0.44, -0.08, 0.07, 0.06, 0.08, -0.16, 0.11, 0.12, -0.19, -0.14, -0.16, -0.17, -0.17, -0.13, 0.12, -0.29, -0.12, 0.12, 0.10, -0.27, -0.07, 0.09, 0.12, 0.11, 0.14, 0.13, -0.16, -0.22, -0.03, -0.02, -0.24, -0.02, -0.03, 0.11, 0.12, 0.02, -0.02, -0.18, 0.12, 0.12, -0.28, -0.06, 0.08, 0.12, 0.12, 0.11, 0.11, 0.13, 0.13, 0.12, 0.13, 0.12, 0.12, 0.11, 0.12, 0.13]
}

Entry 3:
{
  "formula": "C22H34N2O6P2Pt",
  "method": "ωB97M-V with the def2-TZVPD basis set",
  "homo_lumo_gap_ev": [5.33, 5.69],
  "multiplicity": 5,
  "total_charge": 2,
  "s_squared": 6.080,
  "elements": ["P", "P", "C", "C", "H", "H", "H", "H", "C", "H", "H", "H", "C", "H", "H", "H", "C", "H", "H", "H", "C", "H", "H", "H", "Pt", "C", "C", "C", "C", "C", "C", "C", "C", "C", "H", "H", "H", "H", "H", "H", "H", "H", "H", "H", "H", "H", "H", "H", "H", "O", "C", "O", "C", "C", "C", "C", "C", "C", "N", "O", "O", "N", "O", "O", "H", "H", "H"],
  "coordinates": [[0.572, -2.841, -3.181], [-0.204, 3.226, -0.388], [0.529, 1.636, -2.868], [0.492, 2.999, -2.102], [1.572, 1.273, -2.882], [-0.064, 0.900, -2.312], [1.534, 3.332, -1.992], [0.001, 3.733, -2.753], [-1.983, 3.309, -0.585], [-2.510, 2.803, 0.233], [-2.264, 2.825, -1.530], [-2.302, 4.361, -0.612], [0.465, 4.547, 0.599], [0.371, 5.508, 0.077], [1.523, 4.368, 0.835], [-0.100, 4.606, 1.541], [-0.329, -4.367, -3.469], [-0.593, -4.798, -2.494], [0.313, -5.067, -4.022], [-1.245, -4.171, -4.043], [2.330, -3.201, -3.204], [2.903, -2.294, -3.438], [2.535, -3.971, -3.962], [2.621, -3.577, -2.212], [0.097, 1.289, -4.963], [0.510, 0.689, -6.859], [-0.864, 1.153, -6.746], [-2.053, 0.210, -6.689], [-2.044, -0.676, -5.427], [-0.821, -0.461, -4.480], [0.202, -1.592, -4.645], [1.399, -1.166, -5.472], [0.916, -0.781, -6.894], [0.127, -2.114, -1.605], [1.173, 1.353, -7.431], [-1.054, 2.114, -7.247], [-2.137, -0.380, -7.616], [-2.958, 0.839, -6.648], [-2.959, -0.456, -4.857], [-2.131, -1.730, -5.716], [-1.203, -0.409, -3.453], [-0.302, -2.390, -5.212], [2.164, -1.943, -5.515], [1.851, -0.265, -5.000], [1.738, -0.936, -7.605], [0.087, -1.414, -7.242], [0.859, -1.351, -1.308], [0.141, -2.925, -0.859], [-0.874, -1.660, -1.608], [-1.494, 0.369, 0.342], [-0.641, 0.942, 0.987], [0.227, 1.880, 0.412], [-0.364, 0.772, 2.441], [0.851, 1.211, 2.995], [1.022, 1.215, 4.393], [0.006, 0.770, 5.246], [-1.190, 0.317, 4.679], [-1.376, 0.275, 3.279], [-2.284, -0.026, 5.547], [-2.120, 0.047, 6.783], [-3.362, -0.378, 5.018], [2.237, 1.745, 4.942], [3.117, 2.177, 4.167], [2.362, 1.751, 6.186], [1.669, 1.559, 2.370], [0.130, 0.800, 6.326], [-2.297, -0.106, 2.848]],
  "forces_ev_per_a": [[0.1, 2.1, -1.4], [0.0, -1.6, -1.6], [0.0, 0.1, 0.6], [0.8, 0.6, -0.1], [-0.2, 0.1, 0.2], [0.0, 0.0, -0.2], [-0.2, 0.2, -0.1], [0.0, 0.2, 0.4], [-0.3, 0.1, 0.2], [0.1, 0.2, -0.1], [0.1, 0.1, 0.3], [0.1, -0.2, 0.0], [0.1, 0.3, 0.0], [0.0, -0.2, 0.0], [-0.3, 0.0, -0.2], [0.1, -0.1, -0.3], [-0.2, -0.1, 0.1], [0.0, 0.0, -0.3], [-0.3, 0.2, 0.1], [0.2, -0.1, 0.2], [0.2, -0.2, 0.3], [-0.1, -0.3, 0.2], [0.0, 0.3, 0.2], [0.1, 0.0, -0.3], [0.9, 3.0, 3.3], [-0.6, 0.2, -2.3], [0.3, -0.4, -2.0], [-0.4, 0.4, 0.2], [-0.3, -0.1, 0.4], [-1.6, -2.5, 0.3], [-0.4, -2.0, 0.7], [0.3, -0.4, 0.0], [0.4, 0.4, 0.3], [0.0, -0.2, 0.6], [-0.2, -0.1, 0.5], [0.2, -0.3, 0.4], [0.2, 0.2, 0.3], [0.3, -0.2, -0.2], [0.3, -0.1, -0.1], [0.0, 0.1, 0.1], [0.1, 0.0, -0.1], [0.1, 0.2, -0.4], [0.0, 0.0, -0.1], [0.3, -0.5, -0.2], [-0.2, 0.2, 0.2], [0.2, 0.1, 0.3], [-0.1, -0.2, -0.2], [0.0, 0.3, -0.1], [0.2, -0.2, -0.1], [1.5, 1.2, 0.9], [-1.1, -1.2, -0.4], [-0.5, 0.3, -0.1], [0.2, 0.3, 0.9], [-0.7, 0.1, -3.8], [-0.2, -0.4, 3.4], [0.0, 0.0, -0.1], [1.2, 0.4, 3.2], [-0.3, 0.0, -3.9], [-1.5, -0.5, 1.8], [0.1, 0.0, -2.2], [1.8, 0.6, 0.2], [1.5, 0.6, 1.6], [-1.6, -0.7, 0.4], [-0.5, -0.2, -2.0], [-0.2, -0.1, 0.2], [0.0, 0.0, -0.2], [0.1, 0.1, 0.2]],
  "lowdin_charge": [0.94, 0.90, -0.32, -0.31, 0.05, 0.01, 0.09, 0.09, -0.13, 0.07, 0.08, 0.09, -0.13, 0.09, 0.09, 0.09, -0.16, 0.07, 0.08, 0.07, -0.18, 0.07, 0.08, 0.08, 1.22, -0.31, -0.31, -0.19, -0.19, -0.39, -0.38, -0.22, -0.14, -0.19, 0.12, 0.12, 0.13, 0.12, 0.11, 0.10, 0.06, 0.09, 0.10, 0.10, 0.13, 0.13, 0.07, 0.08, 0.06, 0.14, -0.40, -0.16, -0.10, 0.08, -0.08, 0.15, -0.07, 0.10, -0.31, 0.09, 0.08, -0.32, 0.06, 0.09, 0.13, 0.15, 0.14]
}